# 1
{"formula": "C2H2INOS2", "method": "ωB97M-V/def2-TZVPD", "e_tot_ha": -1301.39854, "largest_force_ev_per_a": 2.4, "spin_multiplicity": 1, "homo_energy_ev": [-8.85, -8.86], "charge": 0, "gap_ha": [0.279, 0.279], "elements": ["C", "C", "N", "O", "S", "S", "I", "H", "H"], "xyz": [[-0.15, 0.73, -0.28], [0.28, 3.08, -0.77], [-0.25, 1.98, -0.76], [0.60, -1.12, 1.32], [0.80, 4.56, -0.69], [0.80, 0.32, 1.03], [-1.35, -4.59, 0.05], [-0.89, -0.05, -0.57], [0.17, -4.92, 0.67]], "mulliken_charge": [-0.055, 0.484, -0.295, -0.495, -0.297, 0.351, -0.118, 0.313, 0.111]}


# 2
{"formula": "C5H13NS", "method": "ωB97M-V/def2-TZVPD", "e_tot_ha": -651.18105, "largest_force_ev_per_a": 0.9, "spin_multiplicity": 2, "homo_energy_ev": [0.98, -5.10], "charge": -1, "s_squared": 0.75, "gap_ha": [0.093, 0.315], "elements": ["C", "C", "C", "S", "C", "N", "C", "H", "H", "H", "H", "H", "H", "H", "H", "H", "H", "H", "H", "H"], "xyz": [[-0.60, 1.37, -0.13], [0.81, 1.15, -0.69], [1.57, -0.10, -0.26], [2.11, -0.02, 1.50], [-1.46, 0.14, 0.23], [-1.40, -0.99, -0.67], [-2.61, -1.23, -1.45], [-1.17, 1.97, -0.85], [-0.48, 1.92, 0.81], [1.40, 2.00, -0.35], [0.86, 1.23, -1.79], [0.96, -0.99, -0.35], [2.47, -0.18, -0.86], [1.11, -0.79, 2.01], [-1.16, -0.19, 1.22], [-2.49, 0.50, 0.35], [-1.10, -1.84, -0.20], [-3.46, -1.52, -0.82], [-2.42, -2.02, -2.18], [-2.85, -0.32, -2.01]], "mulliken_charge": [-0.620, -0.712, -1.979, -0.153, -1.875, 0.520, -1.415, 0.344, 0.422, 0.445, 0.402, 0.451, 0.522, 0.218, 0.836, 0.140, 0.402, 0.349, 0.473, 0.228]}


# 3
{"formula": "C6H5Br3", "method": "ωB97M-V/def2-TZVPD", "e_tot_ha": -7953.57562, "largest_force_ev_per_a": 3.8, "spin_multiplicity": 1, "homo_energy_ev": -9.03, "charge": 0, "gap_ha": 0.328, "elements": ["C", "C", "C", "C", "C", "C", "Br", "Br", "Br", "H", "H", "H", "H", "H"], "xyz": [[-1.63, 0.85, -0.37], [-0.33, 1.14, -0.05], [-1.92, -0.59, -0.41], [0.33, -0.18, 0.36], [-0.86, -1.27, -0.01], [2.00, -0.03, 0.11], [2.91, -1.62, 0.53], [2.31, 0.42, -1.84], [2.62, 1.38, 1.17], [-2.46, 1.61, -0.56], [0.16, 2.02, 0.20], [-2.82, -1.09, -0.65], [0.39, -0.27, 1.55], [-0.70, -2.37, -0.02]], "mulliken_charge": [-0.484, -0.521, -0.325, 0.041, -0.595, 0.079, 0.003, -0.049, 0.033, 0.285, 0.437, 0.465, 0.300, 0.330]}


# 4
{"formula": "C3H12O3Tl", "method": "ωB97M-V/def2-TZVPD", "e_tot_ha": -518.22057, "largest_force_ev_per_a": 1.1, "spin_multiplicity": 1, "homo_energy_ev": -21.10, "charge": 3, "gap_ha": 0.078, "elements": ["Tl", "C", "O", "H", "H", "H", "H", "C", "O", "H", "H", "H", "H", "C", "O", "H", "H", "H", "H"], "xyz": [[-0.10, 0.31, -1.02], [0.15, 0.05, 3.17], [-0.44, 0.66, 2.07], [-0.47, 0.08, 4.07], [0.37, -1.01, 2.93], [1.12, 0.55, 3.43], [-1.18, 1.20, 2.44], [-2.19, -2.93, 0.81], [-2.15, -1.92, -0.15], [-1.96, -2.52, 1.80], [-3.20, -3.39, 0.82], [-1.49, -3.80, 0.63], [-2.75, -2.20, -0.88], [2.21, 2.53, -3.68], [2.21, 2.05, -2.37], [2.43, 3.62, -3.74], [3.12, 2.05, -4.19], [1.31, 2.25, -4.21], [3.01, 2.43, -1.94]], "mulliken_charge": [0.937, -0.446, -0.253, 0.358, 0.268, 0.325, 0.392, -0.381, -0.256, 0.219, 0.331, 0.354, 0.391, -0.345, -0.249, 0.326, 0.351, 0.282, 0.396]}


# 5
{"formula": "C4H12N2O", "method": "ωB97M-V/def2-TZVPD", "e_tot_ha": -344.24052, "largest_force_ev_per_a": 4.3, "spin_multiplicity": 1, "homo_energy_ev": -8.73, "charge": 0, "gap_ha": 0.344, "elements": ["C", "C", "C", "C", "N", "N", "H", "H", "H", "H", "H", "H", "H", "H", "H", "H", "H", "H", "O"], "xyz": [[1.51, 0.86, 1.11], [1.59, 0.77, -0.47], [0.23, 0.42, -1.05], [0.00, -1.86, -0.37], [0.05, -1.03, -1.36], [0.22, 1.27, 1.60], [2.26, 1.60, 1.70], [1.86, -0.18, 1.28], [1.90, 1.73, -0.79], [2.29, -0.07, -0.88], [0.24, 0.91, -2.06], [-0.68, 0.84, -0.56], [-0.32, -2.79, -0.82], [0.41, -1.94, 0.61], [0.20, 1.22, 2.70], [-0.62, 1.11, 0.98], [-2.71, -1.38, -0.17], [-2.62, 0.18, -0.36], [-3.01, -0.51, 0.16]], "mulliken_charge": [-0.362, -0.564, -0.398, -0.347, -0.413, -0.438, 0.300, 0.138, 0.351, 0.303, 0.250, 0.108, 0.360, 0.234, 0.224, 0.229, 0.326, 0.336, -0.636]}


# 6
{"formula": "C2H4CuO3", "method": "ωB97M-V/def2-TZVPD", "e_tot_ha": -1944.50033, "largest_force_ev_per_a": 1.5, "spin_multiplicity": 1, "homo_energy_ev": -14.87, "charge": 1, "gap_ha": 0.373, "elements": ["H", "O", "C", "Cu", "H", "H", "O", "C", "O", "H"], "xyz": [[0.53, 0.60, -1.94], [0.34, -1.87, 2.20], [0.46, -3.02, 1.83], [-0.58, 0.09, 1.56], [0.90, -3.78, 2.49], [0.18, -3.32, 0.80], [-0.39, 1.38, -0.28], [-0.01, 1.42, -1.43], [-0.12, 2.48, -2.20], [0.54, 3.14, -1.97]], "mulliken_charge": [0.309, -0.340, 0.012, 0.686, 0.264, 0.215, -0.376, 0.267, -0.406, 0.369]}


# 7
{"formula": "CH3N2O2S", "method": "ωB97M-V/def2-TZVPD", "e_tot_ha": -698.02056, "largest_force_ev_per_a": 2.6, "spin_multiplicity": 1, "homo_energy_ev": -3.01, "charge": -1, "gap_ha": 0.270, "elements": ["C", "N", "N", "O", "O", "S", "H", "H", "H"], "xyz": [[0.07, -0.62, 0.26], [1.85, 1.06, -0.27], [1.42, -0.03, -0.70], [-2.60, -1.09, -0.38], [-1.70, 1.05, 0.74], [-1.64, 0.06, -0.37], [-0.09, -0.18, 1.24], [0.02, -1.69, 0.30], [2.66, 1.44, -0.81]], "mulliken_charge": [-0.509, -0.379, -0.071, -0.604, -0.622, 0.388, 0.241, 0.364, 0.192]}


# 8
{"formula": "F6KN3O12S6", "method": "ωB97M-V/def2-TZVPD", "e_tot_ha": -4655.27212, "largest_force_ev_per_a": 12.2, "spin_multiplicity": 2, "homo_energy_ev": [-7.62, -7.62], "charge": -1, "s_squared": 0.76, "gap_ha": [0.265, 0.100], "elements": ["K", "N", "S", "O", "O", "F", "S", "O", "O", "F", "N", "S", "O", "O", "F", "S", "O", "O", "F", "N", "S", "O", "O", "F", "S", "O", "O", "F"], "xyz": [[0.22, 0.18, -0.92], [-0.81, 2.05, -2.62], [-2.16, 2.08, -3.23], [-2.52, 1.10, -4.26], [-2.71, 3.41, -3.24], [-2.96, 1.45, -1.95], [-0.06, 2.05, -4.11], [-0.45, 3.06, -5.09], [0.30, 0.75, -4.63], [1.45, 2.54, -3.69], [-0.51, 1.76, 1.14], [0.31, 0.99, 2.44], [-0.13, -0.33, 2.88], [0.94, 1.84, 3.47], [1.58, 0.54, 1.59], [-1.86, 1.77, 1.81], [-2.06, 2.35, 3.13], [-2.62, 0.57, 1.45], [-2.48, 2.93, 0.86], [1.29, -3.73, 2.46], [1.05, -3.49, 0.82], [1.36, -4.62, -0.03], [1.02, -2.10, 0.31], [-0.50, -3.78, 0.96], [2.69, -3.32, 2.40], [3.07, -1.95, 2.75], [3.59, -4.04, 1.51], [2.98, -4.04, 3.79]], "mulliken_charge": [0.908, -0.133, 1.073, -0.570, -0.613, -0.302, 1.076, -0.570, -0.566, -0.303, -0.180, 1.041, -0.528, -0.589, -0.283, 1.085, -0.610, -0.596, -0.293, 0.005, 0.970, -0.492, -0.311, -0.253, 1.024, -0.298, -0.404, -0.291]}


# 9
{"formula": "C6H9ClNS", "method": "ωB97M-V/def2-TZVPD", "e_tot_ha": -1146.76043, "largest_force_ev_per_a": 3.7, "spin_multiplicity": 1, "homo_energy_ev": [-13.30, -11.50], "charge": 1, "gap_ha": [0.310, 0.232], "elements": ["C", "C", "C", "C", "C", "C", "N", "S", "Cl", "H", "H", "H", "H", "H", "H", "H", "H", "H"], "xyz": [[-2.94, -1.83, 0.29], [-2.10, -0.88, 0.90], [-2.56, -2.02, -1.04], [-1.02, -0.47, 0.11], [3.31, 1.89, 0.51], [0.06, 0.34, 0.42], [0.92, 0.94, -0.61], [-1.18, -1.11, -1.54], [3.91, 0.50, -0.34], [-3.75, -2.53, 0.65], [-2.22, -0.65, 2.07], [-2.99, -2.62, -1.78], [3.35, 2.81, 0.01], [3.51, 1.88, 1.57], [0.42, 0.35, 1.39], [1.59, 1.71, -0.27], [0.30, 1.47, -1.19], [1.39, 0.23, -1.17]], "mulliken_charge": [-0.332, -0.567, -0.309, 0.493, -0.653, -0.386, -0.256, -0.120, -0.074, 0.324, 0.269, 0.467, 0.413, 0.362, 0.376, 0.133, 0.430, 0.429]}